## w
{
  "formula": "C7H19N3O3Rb",
  "method": "ωB97M-V/def2-TZVPD",
  "symbols": ["Rb", "C", "O", "C", "C", "N", "C", "C", "O", "C", "H", "H", "H", "H", "H", "H", "H", "H", "H", "H", "H", "H", "H", "H", "H", "C", "O", "N", "N", "H", "H", "H", "H"],
  "coordinates": [[-8.904, 13.839, 15.618], [-10.839, 14.101, 19.057], [-10.973, 14.869, 17.802], [-10.779, 16.288, 17.809], [-9.316, 16.627, 17.788], [-8.857, 16.689, 16.302], [-7.492, 17.286, 16.247], [-7.469, 17.984, 14.930], [-8.303, 19.230, 15.004], [-8.917, 19.751, 13.854], [-11.436, 14.504, 19.876], [-9.956, 13.991, 19.686], [-11.169, 13.099, 18.783], [-11.097, 16.720, 18.758], [-11.279, 16.843, 17.015], [-8.866, 15.934, 18.498], [-9.200, 17.636, 18.184], [-9.340, 17.493, 15.927], [-6.750, 16.507, 16.424], [-7.300, 18.043, 17.007], [-7.875, 17.367, 14.129], [-6.453, 18.264, 14.650], [-9.107, 20.824, 13.902], [-9.854, 19.216, 13.697], [-8.213, 19.648, 13.028], [-6.301, 11.218, 15.632], [-7.431, 11.538, 15.363], [-6.071, 10.039, 16.181], [-5.187, 11.846, 15.473], [-6.771, 9.315, 16.258], [-5.156, 9.670, 16.394], [-5.141, 12.781, 15.095], [-4.304, 11.491, 15.811]],
  "lowdin_charge": [0.99, -0.07, -0.24, -0.23, -0.18, -0.13, -0.22, -0.17, -0.21, -0.11, 0.09, 0.08, 0.09, 0.13, 0.13, 0.12, 0.12, 0.08, 0.12, 0.13, 0.12, 0.13, 0.09, 0.09, 0.09, -0.78, -0.11, 0.17, 0.19, 0.13, 0.12, 0.13, 0.13],
  "charge": 1,
  "spin_multiplicity": 1
}

---

## x
{
  "formula": "C7H19N3O3Rb",
  "method": "ωB97M-V/def2-TZVPD",
  "symbols": ["Rb", "C", "O", "C", "C", "N", "C", "C", "O", "C", "H", "H", "H", "H", "H", "H", "H", "H", "H", "H", "H", "H", "H", "H", "H", "C", "O", "N", "N", "H", "H", "H", "H"],
  "coordinates": [[-0.842, -0.923, -1.637], [0.518, 1.924, -3.498], [-0.234, 1.791, -2.292], [0.434, 2.463, -1.202], [0.101, 1.940, 0.163], [0.715, 0.653, 0.512], [0.093, 0.010, 1.668], [-0.100, 0.872, 2.899], [-1.303, 1.594, 2.765], [-1.544, 2.457, 3.854], [-0.175, 1.940, -4.341], [1.107, 1.002, -3.608], [1.198, 2.768, -3.580], [0.121, 3.509, -1.288], [1.518, 2.459, -1.361], [-0.976, 1.818, 0.319], [0.343, 2.730, 0.887], [1.705, 0.760, 0.696], [0.762, -0.809, 1.946], [-0.873, -0.450, 1.435], [0.760, 1.551, 3.003], [-0.133, 0.230, 3.788], [-2.527, 2.912, 3.723], [-0.817, 3.277, 3.859], [-1.559, 1.939, 4.816], [0.197, -4.363, -1.416], [0.214, -3.266, -0.847], [1.361, -4.997, -1.730], [-0.950, -5.027, -1.758], [1.359, -5.949, -2.049], [2.233, -4.517, -1.615], [-0.872, -5.731, -2.473], [-1.834, -4.571, -1.637]],
  "lowdin_charge": [1.04, -0.10, -0.31, -0.21, -0.22, -0.10, -0.22, -0.23, -0.20, -0.10, 0.09, 0.09, 0.10, 0.14, 0.13, 0.13, 0.13, 0.12, 0.13, 0.11, 0.13, 0.13, 0.09, 0.09, 0.09, -0.66, -0.16, 0.17, 0.17, 0.11, 0.12, 0.11, 0.11],
  "charge": 1,
  "spin_multiplicity": 1
}

---

Bottom line: x, by a margin of 155.1 kJ/mol.

---

## w
{
  "formula": "C6H17NO2",
  "method": "ωB97M-V/def2-TZVPD",
  "symbols": ["C", "C", "O", "C", "C", "O", "H", "H", "H", "H", "H", "H", "H", "H", "H", "H", "C", "N", "C", "H", "H", "H", "H", "H", "H", "H"],
  "coordinates": [[-1.818, -0.297, 1.295], [-1.561, -0.565, -0.185], [-0.929, -1.742, -0.403], [-0.833, 0.849, -0.948], [-1.864, 1.971, -0.931], [0.406, 1.415, -0.482], [-0.886, -0.338, 1.853], [-2.483, -1.073, 1.672], [-2.298, 0.667, 1.451], [-2.502, -0.564, -0.753], [0.144, -1.695, 0.027], [-0.683, 0.501, -1.983], [-1.586, 2.770, -1.624], [-2.853, 1.615, -1.209], [-1.922, 2.405, 0.067], [0.601, 2.205, -1.004], [2.118, -0.615, 1.527], [1.424, -1.006, 0.306], [2.306, -1.158, -0.850], [2.620, 0.351, 1.400], [2.851, -1.374, 1.803], [1.389, -0.501, 2.327], [0.808, -0.204, 0.080], [2.810, -0.215, -1.090], [1.698, -1.467, -1.698], [3.044, -1.936, -0.649]],
  "lowdin_charge": [-0.04, -0.42, -0.13, -0.32, -0.08, -0.09, 0.06, 0.08, 0.07, 0.13, 0.12, 0.13, 0.08, 0.08, 0.08, 0.10, -0.09, -0.21, -0.09, 0.09, 0.08, 0.07, 0.05, 0.08, 0.09, 0.08],
  "smiles": "C[C@H](O)[C@@H](C)O.CNC",
  "spin_multiplicity": 1
}

---

## x
{
  "formula": "C6H17NO2",
  "method": "ωB97M-V/def2-TZVPD",
  "symbols": ["C", "C", "C", "O", "O", "H", "H", "H", "H", "H", "H", "H", "H", "C", "C", "C", "N", "H", "H", "H", "H", "H", "H", "H", "H", "H"],
  "coordinates": [[1.785, 0.100, 0.536], [3.249, 0.154, 0.253], [1.031, -0.231, -1.559], [1.364, -0.960, 1.184], [1.198, 1.277, 0.764], [0.370, -0.841, 1.476], [0.214, 1.133, 0.618], [3.780, 0.332, 1.193], [3.469, 0.964, -0.436], [3.584, -0.795, -0.158], [1.670, -1.111, -1.644], [1.567, 0.638, -1.944], [0.222, -0.444, -2.266], [-1.334, 0.048, 0.133], [-1.934, -1.139, -0.609], [-2.231, 1.273, -0.001], [-1.156, -0.375, 1.559], [-0.111, 0.054, -0.614], [-1.141, 0.430, 2.179], [-1.926, -0.964, 1.875], [-2.931, -1.391, -0.220], [-3.256, 1.071, 0.341], [-1.858, 2.124, 0.578], [-1.296, -2.022, -0.523], [-2.042, -0.916, -1.670], [-2.286, 1.588, -1.045]],
  "lowdin_charge": [-0.56, 0.00, -0.09, 0.06, 0.04, 0.08, 0.08, 0.10, 0.09, 0.09, 0.02, 0.02, 0.02, -0.53, -0.10, -0.09, 0.01, 0.10, 0.10, 0.10, 0.08, 0.08, 0.07, 0.08, 0.08, 0.08],
  "spin_multiplicity": 1
}

---

Bottom line: w, by a margin of 176.6 kJ/mol.